No. 1
A structure of composition C23H42AsF6O18 at a distorted geometry. Source: the Open Molecules 2025 dataset; level of theory: ωB97M-V/def2-TZVPD.

For the HOMO-LUMO gap (alpha / beta), the calculation gives 9.153 / 2.644 eV. The total energy is -138525.75894 eV. The multiplicity is 2. The LUMO energy (alpha / beta) is -0.048 / -0.287 Eh.

Last column: Mulliken charge in e.
Element x y z (Å)
As -0.0327 -0.1895 1.2673  2.03
F 0.0673 0.7672 -0.2737  -0.48
F -1.5737 -1.0063 0.8189  -0.49
F -0.0229 -1.1356 2.9103  -0.51
F 1.4061 0.7090 1.6770  -0.38
F -1.0849 1.1919 1.9617  -0.57
F 0.9224 -1.4160 0.5130  -0.47
C 3.7337 -1.7298 1.6739  -0.12
O 3.7280 -0.7800 2.6612  -0.13
H 2.7152 -2.1148 1.6245  0.07
H 4.0882 -1.3790 0.7047  0.33
H 4.4187 -2.4839 2.0615  0.34
H 2.8521 -0.3952 2.7400  0.32
C 1.9128 1.4878 4.9411  -0.28
O 1.4544 0.3064 5.5958  -0.47
H 1.1034 1.6710 4.2344  -0.09
H 1.7749 2.3412 5.6050  0.38
H 2.8449 1.4892 4.3760  0.18
H 0.6109 0.2144 5.1467  0.36
C 2.2310 0.7245 -3.1066  -0.65
O 2.2431 1.4457 -1.8970  -0.15
H 3.0311 1.0273 -3.7821  0.33
H 2.3489 -0.3396 -2.9022  0.16
H 1.2989 0.6972 -3.6709  0.22
H 1.4840 1.1363 -1.3972  0.16
C -2.1704 1.6173 -3.9433  -1.41
C -2.5815 0.5605 -2.8328  0.82
C -4.0924 0.1195 -2.6684  -0.29
O -4.0482 -1.2261 -2.8242  -0.34
C -2.7878 -1.7083 -3.0947  0.62
O -2.5152 -2.8519 -3.3218  -0.55
O -1.9333 -0.6593 -3.2092  -0.28
H -2.8991 2.4278 -3.9289  0.41
H -2.2386 1.0888 -4.8941  0.44
H -1.1390 1.9377 -3.7960  0.23
H -2.0459 0.8464 -1.9276  -0.27
H -4.6547 0.6615 -3.4287  0.28
H -4.4973 0.4607 -1.7156  0.33
C -2.9734 3.9825 2.3988  -1.67
C -1.8103 4.2383 1.3439  1.19
C -2.4663 4.9468 0.1237  -0.29
O -1.7430 6.1698 0.0454  -0.36
C -0.9270 6.3500 1.0440  0.75
O -0.3313 7.4182 1.1168  -0.62
O -0.9126 5.2640 1.7598  -0.39
H -3.6790 4.8133 2.4047  0.52
H -2.5637 3.9885 3.4088  0.35
H -3.5181 3.0542 2.2264  0.35
H -1.2462 3.3093 1.2617  -0.35
H -3.5553 4.9931 0.1188  0.33
H -2.0497 4.4111 -0.7292  0.21
C 3.4421 3.0558 1.1568  -1.27
C 3.8809 3.9121 -0.0680  0.48
C 2.7332 4.4377 -0.9266  -0.07
O 2.8480 5.8645 -0.8981  -0.37
C 3.7272 6.1818 0.0133  0.61
O 3.8981 7.3288 0.3876  -0.58
O 4.2019 5.0992 0.6125  -0.38
H 4.2392 2.9527 1.8931  0.40
H 3.0819 2.0793 0.8331  0.25
H 2.6565 3.5183 1.7543  0.36
H 4.6235 3.5408 -0.7743  0.31
H 1.7452 4.1673 -0.5539  -0.07
H 2.6800 3.9352 -1.8924  0.28
C -1.2613 -4.3079 1.8254  -0.47
C -2.6097 -4.9897 2.0463  0.26
C -3.7557 -4.7036 1.0925  -0.23
O -4.3860 -6.0067 1.0551  -0.38
C -3.5677 -6.9609 1.3802  0.68
O -3.7283 -8.1630 1.1740  -0.60
O -2.4561 -6.3755 1.7840  -0.41
H -1.2683 -3.3114 2.2670  0.29
H -1.1221 -3.9966 0.7901  -0.47
H -0.4630 -4.9769 2.1467  0.41
H -3.0252 -4.9447 3.0531  0.35
H -3.2191 -4.4986 0.1662  0.17
H -4.2652 -3.8041 1.4382  0.36
C 1.9415 -3.8524 -3.5592  -1.57
C 1.2054 -3.8547 -2.2016  1.14
C -0.1553 -4.4279 -2.0870  -0.01
O -0.0731 -5.6409 -1.5608  -0.29
C 1.0378 -5.7520 -0.9383  0.63
O 1.2978 -6.8019 -0.2335  -0.66
O 1.7923 -4.7285 -1.2430  -0.38
H 1.3654 -3.1789 -4.1937  0.41
H 2.0106 -4.7839 -4.1208  0.35
H 2.9293 -3.4004 -3.4691  0.38
H 1.0848 -2.8366 -1.8312  -0.30
H -0.4129 -4.5026 -3.1435  0.38
H -0.8302 -3.7265 -1.5964  -0.08

Forces on atoms 1 to 3 (eV/Å):
-3.6 1.2 0.8
-0.7 -1.1 1.1
2.0 0.9 0.3

=====

No. 2
A cluster of 4 separate species, C23H42BrFO15S in total at a distorted geometry. Source: the Open Molecules 2025 dataset; level of theory: ωB97M-V/def2-TZVPD.

For the HOMO-LUMO gap, the calculation gives 10.164 eV. The total energy is -138839.76170 eV. The multiplicity is 1. The LUMO energy is 0.011 Eh. As for the structure (SMILES): CCC(=O)OCCCO[C@@H](CC(=O)Br)[C@H](C)O[C@](O)(S)[C@@H](C)F.COC(=O)OC.COC(=O)OC.COC(=O)OC.

Last column: Mulliken charge in e.
Element x y z (Å)
C 4.3258 7.0948 1.5539  -1.12
C 5.2447 7.3549 0.3536  -0.04
C 4.9559 8.7117 -0.2345  0.49
O 4.9149 9.7240 0.4287  -0.59
O 4.7605 8.7204 -1.5797  -0.36
C 3.6518 9.4993 -2.0564  -0.63
C 2.6427 8.5927 -2.7444  -0.46
C 1.8817 7.7509 -1.7271  -0.19
O 1.0799 6.7791 -2.3808  -0.53
C 1.0847 5.4771 -1.8197  0.92
C -0.3678 5.0459 -1.6814  -0.42
C -1.0907 5.8348 -0.6209  0.20
O -2.0269 6.5482 -0.7694  -0.47
Br -0.3404 5.5861 1.1999  -0.22
C 1.9849 4.5467 -2.6890  -0.21
C 1.2738 3.4439 -3.4606  -1.73
O 3.1668 4.1417 -1.9905  -0.33
C 3.2269 2.9379 -1.2941  0.16
O 3.3566 1.8464 -2.1642  -0.42
S 1.7665 2.5340 -0.2808  -0.17
C 4.4640 3.0554 -0.3845  0.80
C 4.8075 1.7958 0.3979  -1.38
F 5.5405 3.3698 -1.2375  -0.36
H 4.4725 7.8487 2.3251  0.38
H 4.5388 6.1089 1.9670  0.31
H 3.2757 7.0867 1.2548  0.25
H 6.2853 7.3074 0.6766  0.43
H 5.1040 6.5879 -0.4102  0.07
H 3.2008 10.0295 -1.2152  0.37
H 4.0263 10.2395 -2.7631  0.39
H 1.9367 9.1964 -3.3154  0.32
H 3.1687 7.9011 -3.4057  0.24
H 2.6130 7.2732 -1.0710  -0.06
H 1.2557 8.4052 -1.1081  0.36
H 1.5261 5.4779 -0.8202  0.08
H -0.9276 5.2400 -2.5972  0.41
H -0.4598 3.9908 -1.4206  0.34
H 2.3622 5.2318 -3.4510  0.32
H 1.9804 2.9691 -4.1406  0.38
H 0.5127 3.9177 -4.0844  0.54
H 0.8112 2.6831 -2.8370  0.30
H 4.1861 1.9760 -2.6432  0.39
H 2.0679 3.2580 0.8036  0.14
H 4.3355 3.9209 0.2631  0.02
H 5.8043 1.4682 0.1026  0.40
H 4.1155 0.9822 0.1992  0.29
H 4.8477 2.0059 1.4655  0.34
C 1.5578 -1.4897 -2.0461  -0.42
O 1.5288 -2.5606 -1.0987  -0.35
C 0.4620 -2.5532 -0.3027  0.81
O -0.4333 -1.7509 -0.3306  -0.55
O 0.5553 -3.5891 0.5289  -0.34
C -0.5312 -3.7000 1.4512  -0.52
H 2.4709 -1.6146 -2.6201  0.24
H 0.6974 -1.5417 -2.7108  0.33
H 1.5783 -0.5269 -1.5387  0.11
H -1.4724 -3.8314 0.9215  0.16
H -0.5847 -2.8221 2.0919  0.33
H -0.3351 -4.5774 2.0597  0.22
C -3.7163 -6.2748 0.2847  -0.60
O -3.4585 -6.3540 1.6895  -0.25
C -4.2738 -7.1735 2.3493  0.77
O -5.1659 -7.8190 1.8657  -0.54
O -3.9299 -7.1608 3.6341  -0.31
C -4.7322 -8.0053 4.4656  -0.57
H -2.9861 -5.5797 -0.1188  0.11
H -3.5912 -7.2474 -0.1864  0.32
H -4.7193 -5.8972 0.0970  0.33
H -4.6575 -9.0437 4.1480  0.29
H -5.7720 -7.6851 4.4430  0.24
H -4.3369 -7.8971 5.4707  0.22
C -6.4624 -14.2785 2.0050  -0.63
O -6.5202 -13.1065 2.8209  -0.32
C -7.1266 -12.0690 2.2425  0.80
O -7.6022 -12.0603 1.1388  -0.54
O -7.1143 -11.0515 3.0986  -0.31
C -7.7285 -9.8562 2.6035  -0.58
H -5.9493 -15.0301 2.5973  0.22
H -7.4643 -14.6238 1.7576  0.29
H -5.9043 -14.0832 1.0915  0.29
H -8.7796 -10.0282 2.3790  0.37
H -7.2069 -9.4908 1.7233  0.28
H -7.6400 -9.1248 3.4007  0.13

Forces on atoms 1 to 3 (eV/Å):
0.1 -0.1 -0.2
-0.2 -0.3 -0.1
0.4 1.1 0.4